{"formula": "C5H7NO", "method": "ωB97M-V with the def2-TZVPD basis set", "elements": ["O", "N", "C", "C", "C", "C", "C", "H", "H", "H", "H", "H", "H", "H"], "positions_angstrom": [[1.7514, 1.5372, 1.1657], [-1.9603, 1.9471, -0.9803], [1.9757, 0.7557, 0.2768], [0.8942, -0.0188, -0.4413], [-1.3018, 1.1626, -0.4407], [-1.2653, -1.1937, 0.2351], [-0.4937, 0.1301, 0.2225], [1.1827, -1.0756, -0.4723], [-1.4478, -1.5407, -0.7867], [0.8934, 0.3044, -1.4915], [-0.3454, 0.4755, 1.2534], [-0.6729, -1.9469, 0.7637], [3.0182, 0.5462, -0.0468], [-2.2285, -1.0831, 0.7423]], "forces_ev_per_a": [[0.2, -0.2, -0.2], [0.7, -0.8, 0.5], [-0.1, 0.1, 0.2], [-0.1, 0.1, 0.0], [-0.6, 0.8, -0.5], [0.0, -0.1, 0.0], [0.0, 0.0, 0.0], [0.0, 0.1, 0.1], [0.0, 0.0, 0.2], [0.0, 0.0, 0.2], [0.0, -0.1, -0.2], [-0.1, 0.1, -0.1], [-0.2, 0.1, 0.0], [0.2, 0.0, -0.1]], "homo_energy_ev": -10.5, "charge": 0, "orbital_gap_ev": 11.194, "e_above_lowest_ev": 0.799}

***

{"formula": "C41H71BFNO26S2", "method": "ωB97M-V with the def2-TZVPD basis set", "elements": ["S", "S", "F", "O", "O", "O", "O", "O", "O", "O", "O", "O", "O", "O", "O", "O", "O", "O", "O", "O", "O", "O", "O", "O", "O", "O", "O", "O", "O", "N", "C", "C", "C", "C", "C", "C", "C", "C", "C", "C", "C", "C", "C", "C", "C", "C", "C", "C", "C", "C", "C", "C", "C", "C", "C", "C", "C", "C", "C", "C", "C", "C", "C", "C", "C", "C", "C", "C", "C", "C", "C", "B", "H", "H", "H", "H", "H", "H", "H", "H", "H", "H", "H", "H", "H", "H", "H", "H", "H", "H", "H", "H", "H", "H", "H", "H", "H", "H", "H", "H", "H", "H", "H", "H", "H", "H", "H", "H", "H", "H", "H", "H", "H", "H", "H", "H", "H", "H", "H", "H", "H", "H", "H", "H", "H", "H", "H", "H", "H", "H", "H", "H", "H", "H", "H", "H", "H", "H", "H", "H", "H", "H", "H"], "positions_angstrom": [[-6.2813, 0.0865, 2.3306], [-4.7368, 2.6520, 1.2445], [-6.9555, -1.4287, 2.8987], [-0.3546, -7.3339, -3.4438], [-4.4651, 1.7612, 4.9108], [5.9083, -0.5299, -4.5813], [-7.8377, 2.0892, -2.8078], [-2.5761, 3.1025, 3.9570], [6.8760, -1.2188, -6.5480], [13.2025, -3.6874, -4.2922], [7.4157, -2.2604, -4.6909], [4.3057, -3.6389, 0.3286], [11.1297, -3.2141, -3.4215], [1.8038, -7.3702, -4.2305], [-4.4713, -1.2283, 4.5140], [1.4753, -7.4636, -2.0606], [2.2839, 1.0547, 0.9130], [-6.9176, 1.1674, 3.2362], [1.0572, -1.7759, 5.4277], [2.1473, -3.6025, 1.1153], [-11.0230, 5.1035, -3.0546], [-11.8281, 3.0192, -3.5899], [3.2877, -1.0336, 5.9780], [-1.2804, 0.8967, 2.3377], [-13.2207, 4.7178, -3.6025], [-5.6355, 2.8264, -1.9539], [-6.9700, 0.2589, 0.9187], [12.1182, -1.9361, -5.0550], [3.9773, -3.7322, 2.4984], [-4.5676, -0.0062, 2.3049], [-3.9797, -0.9787, 7.0646], [-4.9533, 1.6286, -2.5143], [12.0559, -2.9707, -4.1791], [4.3344, 2.7491, -2.3399], [-7.0904, 2.5679, -1.7855], [-2.5069, 5.5612, 4.8389], [0.1468, 1.1241, 4.7771], [2.9232, 2.1101, 0.1136], [1.2345, 0.8002, 5.9717], [-3.9522, -1.0710, 3.1510], [-11.9315, 4.3563, -3.3823], [6.1379, -0.2075, -7.2311], [3.7918, -3.5571, -0.9993], [4.5530, 4.3332, -1.9078], [-13.4795, 6.1084, -3.4197], [0.8520, -7.3841, -3.2633], [1.8293, -0.7346, 5.7915], [-0.0253, 1.5660, 2.0571], [-2.3660, 1.1497, 1.4013], [3.1331, 3.6780, 0.5431], [3.5435, 1.6561, -1.3662], [13.2773, -4.8159, -3.4233], [-3.8186, 1.2879, 2.2318], [0.3958, 4.1359, 3.0792], [3.9093, 4.7532, -0.4240], [-2.4054, -0.1113, 0.3022], [-3.3954, -1.2368, 5.5263], [-3.4769, 1.3809, -1.7685], [1.2899, -7.2885, -5.5584], [7.2861, -2.4236, -3.2800], [6.6571, -1.2618, -5.2095], [-3.6452, 0.0585, -0.8061], [-10.5167, 2.4944, -3.3929], [0.5911, -7.4871, -0.9418], [-3.1548, 4.4451, 3.7975], [-0.0415, 3.2014, 2.0074], [3.0931, -3.7557, 3.6172], [10.9704, -1.0897, -5.0461], [0.8078, 1.0530, 0.7411], [0.9688, 1.1903, 3.3549], [3.3540, -3.6528, 1.2958], [-3.6034, 2.0372, 3.7201], [3.6687, -0.1744, 6.3675], [10.8413, -0.6245, -4.0634], [-3.0110, -0.8469, 7.7468], [0.1944, 4.0320, 4.2271], [0.6133, 0.7913, 6.9834], [0.5455, 1.6380, -0.2526], [6.3900, -0.2646, -8.2936], [2.5025, -2.8349, 3.6621], [2.7487, 4.0607, 1.5799], [-2.8403, 4.8107, 2.7057], [3.4810, 0.5558, -1.7694], [14.2345, -5.3146, -3.5985], [-10.1902, 2.6490, -2.3594], [-3.3143, 5.7336, 5.6766], [-5.6668, 0.7114, -2.3517], [-2.7833, -2.2377, 5.5670], [-0.6146, 0.2174, 4.7690], [-13.2716, 6.4075, -2.3873], [3.1674, -4.4274, -1.2259], [2.4407, -4.6339, 3.5753], [1.1968, -7.5517, -0.0337], [4.7979, 2.3997, -3.3694], [2.1058, 1.6031, 6.0046], [-1.4631, 5.2067, 5.2468], [6.2556, -2.6804, -3.0141], [0.0005, -6.5663, -0.8970], [12.4738, -5.5263, -3.6431], [-12.8913, 6.7063, -4.1233], [10.0746, -1.6511, -5.3307], [0.9866, 5.1069, 2.7213], [7.9358, -3.2481, -2.9741], [-2.6483, -0.3546, 5.3209], [6.4145, 0.7864, -6.8645], [13.2405, -4.4997, -2.3758], [-4.5886, -1.8877, 7.4847], [-3.8620, 3.7329, 1.0113], [5.0615, -0.3757, -7.1231], [-2.6456, 1.2615, -2.6093], [4.0797, 5.8813, -0.0910], [-3.2283, 2.3749, -1.2040], [-4.8304, 1.7908, -3.6672], [-5.0600, 2.5858, 5.0107], [-14.5397, 6.2843, -3.6218], [-10.5506, 1.4187, -3.5855], [-9.8099, 2.9478, -4.0954], [4.6394, -3.5530, -1.6901], [-4.3275, 4.4229, 3.7978], [0.6654, -8.1588, -5.7849], [-7.6922, 2.8140, -0.7853], [11.1286, -0.2978, -5.7833], [-1.4291, -0.1287, -0.3851], [0.7272, -6.3598, -5.6982], [-4.1622, -2.1106, 2.6006], [2.1374, -7.2843, -6.2491], [5.1130, 5.1217, -2.5780], [-3.5176, -0.8835, -1.5289], [-4.5598, 0.0469, 7.1388], [1.9443, 1.8360, 3.3785], [3.6987, -3.8204, 4.5253], [-0.3994, 2.1147, 5.0770], [3.2292, -2.6284, -1.1391], [-4.7067, -0.0534, -0.3288], [-0.0613, -8.3653, -0.9837], [-2.3199, 6.5392, 4.1906], [7.6086, -1.5184, -2.7555], [-2.2295, 2.1109, 0.7148], [-2.7688, -1.0283, 3.2501], [0.5165, -0.0955, 0.5944], [1.3194, 0.0717, 3.1297], [-0.4360, 3.7067, 1.0006], [-2.4202, -1.1678, 0.8300]], "forces_ev_per_a": [[-7.5, 3.8, -1.5], [-0.5, 0.1, 0.2], [2.5, 2.8, -1.1], [1.8, -0.1, 0.2], [0.4, 2.2, -3.1], [1.0, -1.0, -0.9], [5.4, 2.8, 6.6], [-3.0, -0.9, -1.1], [0.0, -0.2, 1.0], [-0.8, 0.7, 0.0], [-0.6, 0.8, -0.7], [-0.6, 0.0, 0.8], [1.3, 0.3, -1.1], [-0.6, 0.0, 0.9], [1.7, 0.6, -0.6], [-0.3, 0.1, -1.1], [-0.3, 3.1, -1.8], [3.4, -4.3, -2.4], [4.9, 6.8, 2.4], [1.6, -0.1, 0.2], [-1.3, -1.0, -0.4], [-0.5, 1.3, 0.1], [-3.6, 3.1, 0.5], [0.0, 1.0, -1.5], [0.8, -0.4, 0.1], [-3.6, -1.9, 0.9], [4.0, -1.6, 4.8], [0.2, -0.9, 0.7], [-0.3, 0.0, -1.3], [-0.9, -0.4, 0.6], [0.9, 0.4, -0.3], [0.4, -0.9, -0.8], [-0.3, 0.0, 0.2], [-1.0, 1.5, 3.2], [-2.8, -1.9, -5.6], [-0.7, -0.4, -0.9], [0.9, -0.5, 0.2], [2.3, 2.1, -3.2], [-0.3, -0.7, 0.2], [1.0, -3.4, 0.7], [0.5, -0.1, 0.1], [-0.3, 0.4, -0.3], [-0.2, 0.0, -0.4], [-2.7, -3.5, 3.3], [-0.1, 0.4, 0.1], [-0.5, 0.0, 0.0], [-2.1, -5.1, -1.8], [2.3, 1.7, 2.0], [-0.4, -1.4, -1.9], [1.3, -0.9, -2.9], [0.7, 3.9, 0.9], [0.1, -0.4, 0.3], [2.7, 1.8, 0.6], [-0.8, -1.5, -3.0], [0.2, -3.3, -1.7], [-0.3, 0.2, -1.0], [0.4, 0.7, 1.7], [-1.2, 0.4, -0.5], [-0.2, 0.0, -0.5], [0.0, -0.2, 0.6], [-0.2, 0.1, 0.3], [1.1, -1.0, -0.4], [0.5, -0.2, 0.1], [-0.3, 0.0, 0.5], [0.9, 1.3, -1.2], [0.2, 2.4, 1.9], [-0.4, 0.1, 0.5], [-0.5, 0.3, 0.0], [-1.1, -1.3, -0.9], [-0.8, -1.7, -0.3], [-0.3, 0.0, 0.2], [0.1, 1.3, 2.4], [-0.7, -1.8, -0.9], [-0.1, -0.2, -0.1], [-2.0, -0.4, -1.5], [1.1, -0.5, -2.4], [1.6, 0.0, -2.0], [0.4, -1.1, 2.1], [0.1, -0.2, 0.3], [0.0, -0.3, 0.0], [0.8, -1.0, -2.3], [-0.7, -0.8, 2.2], [0.0, 2.4, 1.1], [-0.1, 0.3, -0.2], [-0.1, 0.1, -0.4], [2.0, -0.1, -1.4], [1.6, 1.7, -0.4], [-1.3, 1.7, -0.5], [1.6, 2.1, -0.1], [0.1, 0.0, -0.2], [0.0, 0.2, 0.1], [0.0, 0.2, -0.1], [0.1, 0.0, -0.4], [-1.2, 0.6, 2.4], [-1.8, -1.8, 0.0], [-2.3, 0.6, -0.7], [0.2, 0.2, -0.1], [0.0, -0.2, -0.1], [0.1, 0.2, 0.2], [0.0, -0.1, 0.2], [0.1, 0.1, 0.2], [-2.2, -1.8, 0.8], [0.0, 0.2, -0.4], [-1.4, -1.6, 0.2], [-0.2, -0.2, 0.0], [-0.2, -0.1, -0.2], [1.1, 1.9, -1.0], [-0.2, -1.7, 0.7], [0.2, 0.1, 0.1], [-1.8, 0.0, 1.9], [-0.6, -2.8, -0.5], [-0.5, -2.0, -0.9], [-0.2, -0.3, 2.2], [1.3, -1.9, 0.0], [0.2, -0.3, 0.0], [-0.2, 0.3, 0.0], [-0.1, 0.0, 0.3], [0.0, 0.0, 0.4], [2.1, 0.1, 0.3], [0.0, 0.3, 0.1], [2.1, -0.2, -1.9], [0.2, -0.3, 0.1], [-1.9, 0.3, 1.8], [0.0, -0.3, 0.1], [0.3, 2.3, 1.1], [0.0, 0.0, 0.4], [-1.3, -1.9, 1.5], [-0.4, 2.0, 1.5], [1.0, -2.3, -0.3], [-2.2, -1.1, 0.0], [0.1, 0.1, -0.4], [1.0, -1.9, -0.8], [0.0, -0.2, 0.1], [2.1, 0.6, -0.9], [0.0, 0.3, -0.1], [-0.5, -2.0, 1.6], [-0.2, -0.1, -0.1], [-0.1, -1.9, 2.0], [-2.5, 0.7, -0.8], [0.7, 2.5, 0.4], [-0.7, 2.3, 0.6], [1.8, -1.2, 1.9], [-0.2, 2.3, -0.9]], "homo_energy_ev": -8.7, "charge": 0, "orbital_gap_ev": 7.876}

***

{"formula": "CH2F4Si", "method": "ωB97M-V with the def2-TZVPD basis set", "elements": ["Si", "F", "F", "F", "F", "C", "H", "H"], "positions_angstrom": [[-1.0819, 0.6424, 0.7694], [-2.3770, 0.8424, -0.0001], [-0.5810, 1.6598, 1.8213], [-1.4626, -0.6074, 1.6685], [1.3609, 0.3305, -1.8532], [1.1594, -0.6383, -0.8250], [2.0174, -0.6724, -0.1937], [0.9649, -1.5571, -1.3872]], "forces_ev_per_a": [[3.1, -3.6, -0.1], [-2.0, 1.3, -1.4], [0.2, 1.5, 0.4], [0.1, -0.4, 0.2], [-0.2, -1.0, 1.6], [-0.9, 2.0, -2.2], [0.3, 0.2, 0.7], [-0.6, 0.0, 0.7]], "homo_energy_ev": [-9.3, -9.9], "charge": 0, "orbital_gap_ev": [8.351, 8.574], "e_above_lowest_ev": 3.901}

***

{"formula": "C9H15F4OP", "method": "ωB97M-V with the def2-TZVPD basis set", "elements": ["P", "F", "F", "F", "F", "O", "C", "C", "C", "C", "C", "C", "C", "C", "C", "H", "H", "H", "H", "H", "H", "H", "H", "H", "H", "H", "H", "H", "H", "H"], "positions_angstrom": [[0.5571, -0.1079, 0.8526], [-3.9383, -2.4924, 0.1897], [-4.2857, -0.4250, -0.2382], [-1.8393, -2.6399, -1.2316], [-2.5928, -0.9608, 0.8791], [-1.6049, 0.5167, -2.4340], [-1.5277, -0.3349, -1.5958], [1.5432, -1.2655, -1.4109], [0.6617, 1.7689, 1.1102], [2.0477, -0.5513, -0.2351], [-3.3078, -1.3342, -0.1652], [-2.5320, -1.4990, -1.4290], [-0.4209, 2.0456, 2.2097], [0.3725, 2.4446, -0.1478], [2.9398, -1.3891, 0.7453], [0.9833, -0.6792, -2.1024], [2.6582, 0.4228, -0.4383], [2.9648, -0.9868, 1.7556], [2.9173, -2.4826, 0.6224], [-0.4929, 3.0933, 2.6561], [-0.2226, 1.4371, 3.1844], [1.1422, 2.3844, -0.9951], [3.9364, -1.1624, 0.4788], [2.4173, -1.6763, -1.9292], [-3.2337, -1.7108, -2.2033], [0.1899, 3.5818, -0.0043], [-1.4691, 2.0289, 1.8325], [1.7191, 2.0234, 1.5608], [-0.4418, 1.9583, -0.5328], [0.8589, -2.0079, -0.9841]], "forces_ev_per_a": [[0.1, 0.3, -0.4], [0.6, 0.3, -0.6], [-0.2, 0.5, -1.0], [1.2, -0.9, -0.1], [0.9, -0.2, 0.3], [0.1, -1.5, 1.5], [-0.2, 1.6, -1.4], [0.7, -1.3, -0.3], [1.7, -1.0, 3.1], [0.6, 3.0, 2.7], [-2.1, 0.0, 2.2], [0.3, -0.1, 0.8], [-0.1, 1.1, 1.9], [2.2, 3.6, -1.6], [0.3, 0.3, -1.0], [-0.3, 0.7, -0.4], [-1.2, -1.6, 0.0], [-0.8, -0.5, 0.3], [-0.7, 0.4, 0.5], [1.0, -0.8, -0.9], [-0.7, 0.5, -2.0], [-0.6, -0.1, 1.4], [1.5, 0.2, -0.7], [-0.4, -0.5, -0.2], [-0.4, 0.5, -1.1], [0.1, -1.8, -0.2], [0.7, -1.1, 0.1], [-1.8, -0.5, -0.8], [-2.5, -0.5, -1.2], [0.2, -0.5, -0.7]], "homo_energy_ev": [-8.7, -7.7], "charge": 0, "orbital_gap_ev": [8.260, 6.846], "e_above_lowest_ev": 4.356}

***

{"formula": "C22H24F19N4O3P", "method": "ωB97M-V with the def2-TZVPD basis set", "elements": ["P", "F", "F", "F", "F", "F", "F", "F", "F", "F", "F", "F", "F", "F", "F", "F", "F", "F", "F", "F", "O", "O", "O", "N", "N", "N", "N", "C", "C", "C", "C", "C", "C", "C", "C", "C", "C", "C", "C", "C", "C", "C", "C", "C", "C", "C", "C", "C", "C", "H", "H", "H", "H", "H", "H", "H", "H", "H", "H", "H", "H", "H", "H", "H", "H", "H", "H", "H", "H", "H", "H", "H", "H"], "positions_angstrom": [[0.5194, -4.0870, -2.3060], [-0.9798, -4.5141, -2.8566], [5.2955, 0.3491, -2.3156], [3.7997, -3.0829, -0.6213], [1.5241, 1.9191, -3.9622], [0.6068, -3.2286, -3.7155], [4.3847, -1.7958, 1.3696], [2.8580, -1.9779, -2.5359], [1.9050, -4.7179, -2.9419], [5.4827, -2.4659, -1.8073], [1.4752, -3.7202, -1.0092], [3.1359, 1.6598, -1.0529], [3.7322, 2.3228, -2.9902], [-0.2627, -2.7257, -1.7345], [1.4996, -0.1370, -3.3268], [0.3599, -5.5578, -1.5754], [5.1549, -0.0953, 0.3186], [3.9768, -0.2962, -3.8667], [6.3531, -1.9193, 0.5383], [2.6033, -0.7147, -0.8059], [1.9202, 3.1586, 2.5750], [0.0050, -2.1235, 1.6518], [-2.8604, -2.8232, -1.0941], [-1.4990, -0.3764, -0.7145], [-2.2216, -1.9240, 0.9025], [-0.2613, 3.9167, 2.7367], [-1.6280, 0.8222, -1.2199], [3.4974, -1.1528, -1.7240], [-2.2142, -2.9965, -0.0777], [-2.6288, 4.2461, 1.9975], [-1.4893, -4.2731, 0.2021], [-2.2864, -0.6531, 0.3128], [-3.2455, 1.5248, 0.2746], [0.3254, 1.4265, 2.8920], [4.0165, 0.0407, -2.5779], [4.5276, -2.0361, -0.9790], [0.7433, 2.8863, 2.7133], [-2.4227, 1.7783, -0.7954], [-3.6071, 3.0826, 2.1543], [3.1539, 1.2989, -2.3381], [1.7035, 1.1122, -2.8870], [-1.1575, -1.9952, 1.9272], [-0.7320, 1.0749, -2.3892], [5.1425, -1.4269, 0.3291], [-1.2113, 3.8189, 1.6167], [-3.1730, 0.2890, 0.7945], [-4.1697, 2.5623, 0.8017], [0.6364, 1.4590, -1.8712], [-1.6437, -1.9124, 3.3513], [1.1856, 0.7852, 2.9896], [-1.9264, -4.7505, 1.0816], [-1.1606, 2.8098, 1.2084], [-0.7480, 3.8986, 3.6256], [-4.4244, 3.3208, 2.8210], [0.6653, 2.5369, -1.7317], [-0.7184, 0.1453, -2.9439], [-1.1761, 1.8182, -3.0343], [-0.8515, 4.4891, 0.8389], [-1.0157, -2.5011, 4.0023], [-0.3642, 1.3683, 3.7315], [-2.4230, 2.7276, -1.2895], [0.8415, 1.0117, -0.9045], [-4.2942, 3.3656, 0.0872], [-2.5608, 4.8300, 2.9081], [-5.1143, 2.0835, 1.0218], [-1.6770, -4.9192, -0.6360], [-1.7081, -0.8660, 3.6389], [-0.2310, 1.1264, 2.0015], [-3.0130, 4.8960, 1.2188], [-3.0647, 2.2567, 2.6128], [-3.7930, 0.0118, 1.6302], [-2.6483, -2.3187, 3.4128], [-0.4245, -4.1453, 0.3410]], "forces_ev_per_a": [[0.5, -0.3, -0.9], [0.4, -0.2, -0.4], [0.2, 0.0, 0.5], [0.3, -0.6, 0.5], [0.1, 0.2, -0.2], [0.3, 0.7, 0.5], [0.0, 0.1, 0.0], [0.1, -0.3, -0.4], [-0.6, -0.5, -0.1], [0.4, 0.4, -0.3], [-0.1, 0.3, -0.3], [0.0, 0.0, 0.5], [0.1, 0.1, -0.3], [-0.2, -0.3, 0.3], [0.1, -0.2, -0.1], [-0.2, 0.3, 0.6], [0.4, 0.1, -0.2], [-0.1, 0.2, -0.4], [0.3, 0.3, -0.2], [0.0, 0.1, 0.3], [-1.5, -0.1, 0.0], [-1.1, 0.3, -0.1], [0.3, 0.2, 1.6], [-0.1, 0.1, 0.2], [1.1, -0.3, -0.2], [-0.1, -0.2, 0.0], [0.8, 0.0, -1.3], [0.2, -0.5, -0.3], [-0.8, -0.2, -2.1], [0.0, -0.4, -0.2], [-0.7, 0.1, 0.7], [0.0, -0.2, -0.3], [-0.6, 1.2, -0.6], [-0.5, 0.9, -0.4], [0.1, -0.1, 0.3], [-0.3, 0.1, 0.3], [2.0, -0.1, 0.2], [-0.2, -0.1, 0.1], [0.3, 0.0, -0.2], [0.1, 0.3, -1.0], [-0.7, 0.3, 0.3], [1.1, -0.2, 0.6], [-0.2, -0.7, 0.2], [-0.7, -0.5, 0.4], [0.5, 0.4, 0.0], [-0.3, -1.1, 1.3], [0.5, -0.1, 1.1], [0.0, 0.6, 0.1], [-0.7, -0.3, -0.6], [0.2, -0.1, 0.2], [0.1, 0.0, 0.3], [-0.3, -0.1, -0.1], [0.0, -0.1, 0.0], [-0.2, 0.2, 0.1], [0.2, 0.2, 0.1], [0.1, -0.3, 0.1], [-0.2, 0.3, 0.1], [0.1, 0.0, -0.2], [0.4, 0.2, 0.2], [0.0, -0.2, 0.2], [0.2, 0.2, -0.4], [0.1, -0.4, -0.1], [-0.2, 0.2, -0.1], [-0.1, 0.2, 0.2], [-0.4, 0.0, -0.2], [0.0, -0.1, -0.3], [0.2, 0.1, 0.2], [0.0, -0.2, 0.0], [-0.1, 0.3, 0.0], [-0.1, -0.2, 0.3], [-0.2, -0.1, 0.1], [-0.2, 0.0, 0.0], [0.1, 0.1, 0.1]], "homo_energy_ev": -10.2, "charge": 0, "orbital_gap_ev": 7.908, "e_above_lowest_ev": 0.000}

***

Calculated total energy (eV), listed in the same order as above: -8835.40396 -123434.42188 -19818.57352 -31778.09916 -96228.58998